Entry from the Open Molecules 2025 dataset: a structure of composition C77H73AsFGeN4O4P3Rb at a distorted geometry (the ωB97M-V functional and the def2-TZVPD basis).

```
165
Properties=species:S:1:pos:R:3:forces:R:3:mulliken_charge:R:1
Rb -0.893 -0.175 0.861 -1.640 0.913 -0.367 0.0360
C -4.858 -2.154 2.808 -0.136 -0.087 0.066 -1.4588
C -3.535 -1.420 2.696 0.073 0.635 0.309 0.5998
O -2.807 -1.724 1.710 -0.358 -0.362 -0.088 0.6698
C -3.264 -0.400 3.607 0.132 -0.237 0.152 -1.8511
C -2.072 0.424 3.721 0.256 -0.346 0.043 0.8752
C -2.313 1.832 4.214 -0.108 0.120 -0.034 -1.3459
N -0.810 0.149 3.550 0.296 -0.356 0.147 -0.3468
N -0.427 -1.200 3.489 -0.116 -0.055 0.219 -0.1459
C 0.603 -1.607 2.780 -0.258 0.148 0.679 0.0102
O 1.252 -1.056 1.813 0.467 -0.409 0.716 -0.5166
C 1.025 -3.000 3.192 0.013 0.121 -0.307 -0.3207
C 1.423 -3.902 2.214 0.087 -0.229 -0.069 1.3483
C 1.793 -5.201 2.548 -0.013 0.134 0.029 -1.0023
C 1.790 -5.601 3.879 -0.052 0.079 0.011 -0.8721
C 1.405 -4.696 4.865 -0.004 0.016 -0.105 -0.7686
C 1.018 -3.406 4.523 0.042 -0.076 0.012 0.3629
H -5.503 -1.875 1.968 0.011 -0.008 0.013 0.1770
H -4.683 -3.230 2.728 0.045 0.036 0.017 0.1474
H -5.381 -1.944 3.742 -0.008 0.007 -0.027 0.4007
H -4.083 -0.126 4.266 0.039 0.050 0.034 0.1891
H -2.818 1.790 5.184 0.016 0.015 -0.004 0.4902
H -1.366 2.357 4.338 0.007 -0.019 0.011 0.3772
H -2.968 2.403 3.547 0.018 -0.048 -0.018 0.0315
H 1.426 -3.586 1.178 0.023 0.049 0.044 -0.3053
H 2.073 -5.898 1.765 -0.006 0.025 0.034 0.5099
H 2.075 -6.612 4.143 0.004 0.003 0.025 0.3973
H 1.397 -5.001 5.905 0.004 -0.007 0.003 0.3673
H 0.684 -2.700 5.273 0.000 -0.013 -0.007 0.4056
F -0.753 -1.515 -1.121 0.332 -0.989 -0.925 0.7028
Ge -0.037 -2.602 -2.303 -0.397 0.433 0.063 -0.7417
C -1.370 -2.516 -3.730 -0.424 0.032 -0.236 -0.7490
C -1.606 -3.687 -4.456 -0.102 0.156 -0.034 0.1511
C -2.634 -3.765 -5.387 0.029 0.073 0.034 -0.9790
C -3.485 -2.685 -5.561 0.072 -0.007 0.008 -0.7388
C -3.267 -1.518 -4.844 -0.032 0.096 -0.033 -0.6990
C -2.196 -1.391 -3.961 0.170 -0.168 -0.076 0.5891
P -1.758 0.218 -3.149 -0.309 -0.011 0.230 1.7052
C -3.422 0.820 -2.606 -0.034 -0.112 0.003 0.8358
C -3.808 0.521 -1.294 0.099 -0.085 -0.078 0.3768
C -5.080 0.821 -0.827 0.020 0.145 -0.108 -0.2352
C -5.980 1.480 -1.653 0.047 0.005 -0.014 -0.7511
C -5.595 1.839 -2.940 0.031 -0.045 0.084 -0.8507
C -4.330 1.507 -3.412 0.009 0.033 -0.048 -0.5906
C -1.387 1.338 -4.554 0.021 0.098 -0.044 0.3281
C -0.688 2.486 -4.162 -0.005 0.090 -0.005 -0.6812
C -0.307 3.446 -5.089 -0.052 -0.112 -0.024 -0.6259
C -0.587 3.255 -6.438 -0.017 -0.021 0.036 -0.7383
C -1.248 2.105 -6.845 0.000 -0.009 0.085 -0.7657
C -1.649 1.155 -5.909 0.030 -0.039 -0.087 -0.4339
C 1.604 -1.785 -2.936 0.378 0.294 -0.282 -0.2355
C 1.387 -0.967 -4.055 0.183 0.013 0.027 -0.2206
C 2.414 -0.258 -4.660 0.054 -0.067 0.093 -0.8624
C 3.707 -0.381 -4.171 -0.119 -0.039 0.024 -1.1888
C 3.946 -1.201 -3.080 0.049 -0.022 -0.024 -0.1853
C 2.917 -1.895 -2.438 0.106 0.095 -0.009 0.7463
P 3.304 -2.944 -0.971 -0.205 -0.167 0.197 0.5992
C 4.132 -1.835 0.229 -0.117 0.152 0.094 0.6109
C 4.463 -2.426 1.450 -0.081 -0.011 0.067 -0.4447
C 5.063 -1.695 2.462 0.007 0.016 -0.041 -0.6020
C 5.359 -0.350 2.270 -0.034 -0.119 -0.069 -0.9075
C 5.041 0.246 1.060 -0.022 -0.010 -0.005 -0.4201
C 4.419 -0.487 0.050 0.060 0.135 -0.036 0.4394
C 4.787 -3.871 -1.561 0.053 0.131 -0.213 0.0112
C 4.584 -4.990 -2.369 0.155 -0.019 0.009 -0.1862
C 5.656 -5.722 -2.862 -0.029 0.052 0.048 -0.6584
C 6.958 -5.354 -2.544 -0.058 -0.006 0.001 -0.5631
C 7.174 -4.252 -1.731 -0.079 0.018 -0.003 -0.8074
C 6.098 -3.515 -1.249 0.093 0.004 0.012 -0.4166
C 0.096 -4.395 -1.626 0.125 -0.669 0.165 1.2633
C 0.914 -5.209 -2.414 -0.015 -0.092 0.113 -0.4345
C 1.171 -6.530 -2.063 -0.058 0.106 0.053 -0.8822
C 0.616 -7.034 -0.898 -0.022 0.038 -0.025 -1.1474
C -0.235 -6.248 -0.127 -0.048 -0.047 0.056 -0.1407
C -0.538 -4.937 -0.483 0.049 0.208 -0.282 -0.8490
P -1.679 -3.791 0.434 -0.088 -0.446 -0.256 2.3752
C -3.071 -3.889 -0.818 -0.034 0.094 0.160 0.1749
C -3.206 -4.909 -1.761 -0.011 -0.129 0.011 0.2333
C -4.268 -4.929 -2.659 0.046 0.065 0.098 -1.0560
C -5.213 -3.914 -2.646 0.034 0.030 0.070 -1.0546
C -5.091 -2.883 -1.721 0.132 -0.114 0.022 -0.7028
C -4.038 -2.878 -0.816 0.055 0.014 -0.054 0.1850
C -2.355 -4.870 1.767 0.097 0.058 0.016 0.2352
C -3.173 -5.981 1.571 -0.033 -0.074 -0.032 -0.4779
C -3.637 -6.723 2.651 0.065 0.088 0.019 -0.7364
C -3.285 -6.358 3.947 0.036 0.017 -0.103 -0.7831
C -2.482 -5.244 4.154 -0.048 -0.039 -0.069 -1.2602
C -2.028 -4.500 3.071 -0.014 0.136 0.067 -0.0226
H -1.005 -4.571 -4.272 0.014 0.023 0.023 0.2710
H -2.798 -4.683 -5.939 0.013 0.000 0.007 0.3898
H -4.323 -2.751 -6.244 0.006 -0.002 0.003 0.4000
H -3.949 -0.682 -4.974 0.040 -0.036 0.012 0.4723
H -3.123 0.042 -0.609 -0.007 -0.151 -0.117 -0.7527
H -5.346 0.562 0.191 0.003 -0.004 -0.016 0.4586
H -6.969 1.730 -1.290 0.002 0.004 -0.012 0.3783
H -6.284 2.375 -3.582 0.001 0.002 -0.005 0.3700
H -4.044 1.791 -4.420 -0.013 -0.013 0.026 0.4299
H -0.427 2.612 -3.116 -0.009 -0.035 0.015 0.1885
H 0.225 4.330 -4.760 -0.003 0.004 -0.002 0.4538
H -0.280 3.994 -7.168 -0.004 -0.006 -0.001 0.3701
H -1.457 1.944 -7.896 0.002 -0.010 0.004 0.4211
H -2.155 0.258 -6.248 0.016 0.042 0.025 0.3947
H 0.393 -0.880 -4.478 0.075 -0.023 0.012 0.2697
H 2.198 0.378 -5.509 0.002 0.001 0.004 0.4818
H 4.526 0.152 -4.640 0.001 0.004 0.007 0.4389
H 4.962 -1.306 -2.709 -0.047 -0.029 -0.038 0.4855
H 4.220 -3.467 1.628 -0.032 -0.008 -0.014 0.3189
H 5.286 -2.172 3.408 -0.008 -0.008 -0.008 0.4064
H 5.831 0.224 3.057 -0.015 0.002 -0.007 0.3514
H 5.294 1.290 0.903 -0.042 -0.038 -0.025 0.3591
H 4.167 -0.005 -0.888 -0.027 0.016 0.065 -0.1122
H 3.577 -5.299 -2.604 -0.106 -0.020 -0.021 0.0841
H 5.471 -6.587 -3.488 0.007 0.000 -0.004 0.4337
H 7.795 -5.927 -2.922 -0.005 -0.005 -0.002 0.3582
H 8.183 -3.957 -1.471 0.007 0.001 0.002 0.4137
H 6.284 -2.659 -0.612 0.018 -0.019 -0.032 0.4748
H 1.384 -4.804 -3.310 -0.017 0.008 0.066 0.8744
H 1.818 -7.146 -2.677 -0.009 -0.003 -0.008 0.4537
H 0.828 -8.051 -0.589 0.007 -0.004 -0.005 0.3655
H -0.682 -6.671 0.766 0.018 0.045 -0.025 0.3790
H -2.470 -5.706 -1.809 -0.048 0.038 0.008 0.3782
H -4.340 -5.735 -3.381 -0.010 0.007 0.006 0.4481
H -6.031 -3.919 -3.358 0.002 0.004 -0.001 0.3282
H -5.808 -2.070 -1.708 -0.004 -0.003 -0.005 0.5315
H -3.949 -2.088 -0.081 0.020 -0.026 0.047 -0.0077
H -3.468 -6.268 0.567 0.027 0.022 -0.002 0.3553
H -4.277 -7.580 2.480 -0.004 -0.003 0.004 0.4211
H -3.648 -6.934 4.790 -0.001 0.002 -0.002 0.3620
H -2.221 -4.935 5.159 0.008 0.003 -0.010 0.4975
H -1.461 -3.590 3.243 -0.034 -0.042 -0.023 0.5164
C 3.582 2.870 -1.377 -0.032 -0.120 -0.015 -1.0866
O 2.497 1.998 -1.664 0.105 0.025 0.014 -0.1876
C 1.633 1.636 -0.672 0.047 0.384 0.298 -0.3612
O 0.626 1.046 -0.963 0.485 0.116 -0.338 1.2037
N 1.978 2.064 0.587 -0.133 -0.112 -0.169 -0.2245
N 1.118 1.660 1.654 0.302 0.533 -0.176 0.2949
H 3.974 3.195 -2.337 -0.021 0.001 -0.054 0.3029
H 4.380 2.346 -0.842 -0.007 0.025 0.019 0.2733
H 3.256 3.734 -0.799 -0.008 0.035 0.008 0.3567
H 2.967 2.059 0.782 0.101 -0.147 0.050 0.3098
H 1.530 2.016 2.508 -0.147 0.105 -0.022 0.2822
H 1.120 0.630 1.737 0.681 -0.060 0.243 -0.2845
C -1.181 4.976 -1.024 0.066 0.129 -0.096 -1.5107
As -1.318 3.479 0.230 -0.400 -0.052 -0.041 0.8990
C -3.251 3.672 0.516 -0.016 -0.039 -0.014 -1.2356
C -0.650 4.399 1.850 0.020 0.194 0.124 -0.8302
C -1.294 5.704 2.210 0.119 -0.209 -0.068 0.2910
C -0.780 6.914 1.745 -0.065 0.080 -0.033 -0.3817
C -1.396 8.122 2.053 0.006 -0.094 0.027 -0.6955
C -2.539 8.142 2.842 0.033 -0.046 -0.024 -0.4260
C -3.055 6.944 3.320 0.064 -0.043 -0.046 -0.8268
C -2.438 5.740 3.007 -0.013 0.050 0.039 0.0660
H -1.699 5.865 -0.659 0.008 0.005 -0.006 0.4652
H -1.622 4.664 -1.972 0.007 0.020 -0.007 0.3854
H -0.129 5.214 -1.192 -0.012 0.019 -0.043 0.3331
H -3.531 4.685 0.807 0.007 0.010 -0.013 0.5660
H -3.587 2.965 1.277 -0.002 0.006 -0.005 0.2454
H -3.740 3.413 -0.424 -0.026 0.009 0.024 0.2576
H 0.418 4.519 1.653 0.022 0.034 0.069 0.5959
H -0.750 3.663 2.646 0.006 0.013 0.001 -0.1570
H 0.114 6.906 1.131 -0.006 0.005 0.009 0.3696
H -0.977 9.048 1.678 -0.006 0.005 0.002 0.3744
H -3.020 9.081 3.083 -0.001 0.001 0.004 0.3668
H -3.942 6.944 3.942 0.001 0.005 0.004 0.3979
H -2.840 4.808 3.388 -0.010 0.017 0.001 0.4602
```
Positions in Å, forces in eV/Å.

The highest occupied orbital energy is -0.1326 Ha. For the HOMO-LUMO gap, the calculation gives 5.44 eV. The strongest force on any atom is 1.91 eV/A. The energy relative to the best compared isomer or geometry (same formula, charge and spin) is 0.0 kcal/mol. The calculation puts the lowest unoccupied orbital energy at 1.837 eV. The energy is -8958.7720 Eh. As for the net charge: -1.